Density functional theory data (ωB97M-V/def2-TZVPD) for C43H60N2O2P2SiSr as an isolated structure at a distorted geometry.

XYZ file:
```
111
C43H60N2O2P2SiSr, DFT ωB97M-V/def2-TZVPD
Sr 1.94 -0.74 -0.65
C -1.41 -3.90 -0.96
Si -0.64 -2.36 -0.20
C -1.81 -0.87 -0.54
C -2.98 -0.82 0.22
C -3.79 0.30 0.25
C -3.44 1.44 -0.46
C -2.32 1.41 -1.27
C -1.53 0.26 -1.34
P -0.23 -0.03 -2.55
C -0.93 -0.51 -4.21
C -1.52 0.56 -5.15
C -2.92 1.00 -4.76
C -3.88 -0.18 -4.68
C -3.35 -1.23 -3.70
C -1.93 -1.67 -4.08
C 0.92 1.39 -2.97
C 0.29 2.78 -3.16
C 1.17 3.69 -4.04
C 2.64 3.38 -3.79
C 2.99 1.97 -4.29
C 1.80 0.99 -4.17
C 1.13 -3.11 0.29
C 1.54 -4.38 -0.16
C 2.37 -5.15 0.64
C 2.86 -4.63 1.84
C 2.57 -3.32 2.20
C 1.69 -2.56 1.42
P 0.33 -1.08 2.01
C 1.64 -0.27 3.11
C 2.97 0.08 2.41
C 3.94 0.72 3.41
C 3.41 2.10 3.86
C 1.90 2.21 3.66
C 1.20 0.90 4.03
C -0.70 -2.10 3.21
C -0.98 -3.56 2.80
C -1.41 -4.43 3.99
C -2.26 -3.62 4.96
C -1.38 -2.53 5.61
C -0.25 -2.07 4.68
H -1.37 -4.74 -0.26
H -0.90 -4.21 -1.88
H -2.46 -3.70 -1.21
H -3.25 -1.67 0.84
H -4.68 0.31 0.87
H -4.04 2.34 -0.40
H -2.05 2.28 -1.85
H -0.04 -0.92 -4.68
H -1.56 0.11 -6.15
H -0.85 1.42 -5.23
H -3.29 1.73 -5.49
H -2.90 1.51 -3.79
H -3.99 -0.63 -5.67
H -4.87 0.15 -4.36
H -4.01 -2.11 -3.69
H -3.36 -0.82 -2.69
H -1.98 -2.16 -5.06
H -1.56 -2.42 -3.38
H 1.64 1.47 -2.13
H 0.16 3.24 -2.18
H -0.71 2.69 -3.60
H 0.94 4.73 -3.83
H 0.94 3.52 -5.10
H 2.83 3.45 -2.71
H 3.29 4.11 -4.27
H 3.85 1.58 -3.75
H 3.28 2.02 -5.34
H 2.18 -0.03 -4.04
H 1.21 1.00 -5.08
H 1.18 -4.79 -1.09
H 2.62 -6.16 0.34
H 3.48 -5.25 2.48
H 3.00 -2.91 3.11
H 1.90 -1.12 3.76
H 2.80 0.79 1.59
H 3.43 -0.83 2.00
H 4.93 0.82 2.96
H 4.04 0.05 4.26
H 3.91 2.89 3.30
H 3.66 2.25 4.91
H 1.67 2.46 2.63
H 1.50 3.02 4.27
H 0.12 1.03 3.99
H 1.45 0.65 5.06
H -1.64 -1.55 3.15
H -0.11 -4.03 2.34
H -1.79 -3.57 2.06
H -0.53 -4.81 4.52
H -1.95 -5.31 3.62
H -2.71 -4.25 5.73
H -3.08 -3.16 4.41
H -0.94 -2.92 6.53
H -1.99 -1.67 5.89
H 0.63 -2.72 4.80
H 0.06 -1.07 4.98
O -0.89 0.26 2.13
N -0.76 1.59 1.91
N 0.05 1.90 0.87
O 1.03 1.09 0.46
C 0.16 3.25 0.57
C 1.30 3.74 -0.08
C 1.37 5.08 -0.44
C 0.32 5.95 -0.17
C -0.80 5.46 0.49
C -0.89 4.13 0.87
H 2.12 3.07 -0.28
H 2.26 5.44 -0.94
H 0.38 6.99 -0.46
H -1.62 6.13 0.72
H -1.77 3.76 1.38
```

## Properties
largest force on an atom	1.21	eV/A
E_tot	-2937.21765	Ha
multiplicity	1
frontier orbital gap (alpha / beta)	4.35 / 4.44	eV
E_HOMO (alpha / beta)	-0.18699 / -0.19422	Ha


Density functional theory data (ωB97M-V/def2-TZVPD) for HgI2O4P as an isolated structure at a distorted geometry.

XYZ file:
```
8
HgI2O4P, DFT ωB97M-V/def2-TZVPD
Hg -0.18 4.34 12.87
P 0.40 1.71 10.48
O 1.84 1.43 10.60
O 0.19 1.90 8.97
O -0.27 2.97 11.14
O -0.37 0.38 10.69
I 2.71 4.22 12.79
I -0.90 7.08 11.92
```

## Properties
net charge	-2
largest force on an atom	2.78	eV/A
E_tot	-1391.25459	Ha
multiplicity	2
frontier orbital gap (alpha / beta)	5.58 / 5.18	eV
E_HOMO (alpha / beta)	-0.06281 / -0.04798	Ha


Density functional theory data (ωB97M-V/def2-TZVPD) for C8H11FO3 in the gas phase at a distorted geometry.

XYZ file:
```
23
C8H11FO3, DFT ωB97M-V/def2-TZVPD
C 1.21 2.25 -1.30
C 0.03 1.99 -0.84
C -1.38 1.42 1.23
C -1.07 -1.24 0.81
C 0.27 -1.02 1.36
C -0.25 0.97 0.26
C -1.59 0.18 0.33
C 1.25 -2.09 1.12
O 0.77 0.23 0.84
O -2.09 2.54 0.94
O -2.53 0.15 -0.65
F -1.97 -1.85 1.61
H 1.25 2.94 -2.07
H 2.04 1.80 -0.82
H -0.88 2.56 -0.96
H -1.35 1.38 2.28
H -0.91 -1.80 -0.23
H 0.08 -0.96 2.43
H 1.21 -2.34 0.07
H 0.96 -3.11 1.52
H 2.41 -2.00 1.34
H -2.57 2.42 0.06
H -2.34 -0.56 -1.29
```

## Properties
SMILES	C=C[C@]12O[C@H](C)[C@@H](F)[C@@]1(O)[C@@H]2O
largest force on an atom	4.89	eV/A
E_tot	-636.88882	Ha
multiplicity	1
frontier orbital gap	9.15	eV
E_HOMO	-0.31387	Ha


Density functional theory data (ωB97M-V/def2-TZVPD) for C10H16N2S as an isolated structure at a distorted geometry.

XYZ file:
```
29
C10H16N2S, DFT ωB97M-V/def2-TZVPD
C -3.84 -1.08 -1.43
C -3.87 0.14 -0.48
C -2.44 0.73 -0.08
C -1.95 -0.19 1.04
C -0.65 0.25 1.76
C 0.38 0.84 0.80
C 1.52 2.52 -0.40
C 2.40 1.68 -1.07
C 1.34 -0.01 0.00
C 2.90 -2.38 -0.42
H -2.64 -1.75 -1.24
H -5.01 -1.83 -1.10
H -3.67 -0.81 -2.65
H -4.59 0.91 -0.80
H -4.20 -0.31 0.59
H -2.57 1.60 0.36
H -1.60 0.92 -0.83
H -1.67 -1.21 0.50
H -2.59 -0.40 1.87
H -0.92 1.08 2.52
H -0.15 -0.66 2.20
H 1.58 3.53 -0.68
H 3.02 1.99 -1.77
H 2.67 -3.49 -0.54
H 3.77 -2.11 0.39
H 3.22 -1.95 -1.60
N 0.62 2.15 0.44
N 2.36 0.46 -0.70
S 1.23 -1.80 0.38
```

## Properties
largest force on an atom	5.58	eV/A
E_tot	-898.11858	Ha
multiplicity	1
frontier orbital gap	8.98	eV
E_HOMO	-0.30630	Ha


Density functional theory data (ωB97M-V/def2-TZVPD) for C4H8O in the gas phase at a distorted geometry.

XYZ file:
```
13
C4H8O, DFT ωB97M-V/def2-TZVPD
C -1.15 -0.41 0.72
C -0.41 0.95 0.11
C 0.90 0.62 -0.44
C 1.72 -0.43 -0.39
O -1.71 -1.19 -0.32
H -0.99 -1.41 -0.94
H -1.98 -0.06 1.35
H -0.49 -1.01 1.35
H -1.07 1.32 -0.68
H -0.32 1.68 0.92
H 1.32 1.64 -0.94
H 2.70 -0.37 -0.86
H 1.47 -1.34 0.13
```

## Properties
SMILES	C=CCCO
largest force on an atom	4.25	eV/A
E_tot	-232.39177	Ha
multiplicity	1
frontier orbital gap	10.96	eV
E_HOMO	-0.36473	Ha


Density functional theory data (ωB97M-V/def2-TZVPD) for a 2-piece molecular cluster, C4H5BrN2O2S overall at a distorted geometry.

XYZ file:
```
15
C4H5BrN2O2S, DFT ωB97M-V/def2-TZVPD
C -0.96 -0.40 -0.05
C -1.47 -1.85 -0.17
C -1.77 0.92 -0.06
C 0.76 1.13 -0.05
N 0.33 -0.22 0.01
N 1.99 1.51 0.19
O -2.63 -2.13 -0.38
O -0.52 -2.79 -0.08
S -0.61 2.26 -0.03
Br 4.19 -1.01 0.16
H -2.53 1.13 -0.91
H -2.19 0.75 0.89
H 2.52 2.39 0.10
H 0.35 -2.38 0.01
H 2.54 0.69 0.39
```

## Properties
largest force on an atom	3.52	eV/A
E_tot	-3387.57703	Ha
multiplicity	1
frontier orbital gap	4.52	eV
E_HOMO	-0.27123	Ha